No. 1
This record from OMol25 describes a 2-piece molecular cluster, C3H10N2O2 overall in a non-equilibrium geometry. The level of theory is the ωB97M-V functional and the def2-TZVPD basis.

F_max = 0.08464 hartree/bohr
molecular weight = 106.12 u
Kohn-Sham gap = 10.315 eV
LUMO level = 0.9 eV

Geometry as XYZ:
```
17
Properties=species:S:1:pos:R:3:lowdin_charge:R:1
O -1.45 -0.53 2.90 -0.06
O -0.36 1.68 0.41 0.01
N 0.04 -0.68 -2.18 0.02
N 1.67 1.01 -0.69 0.14
C 0.23 -1.50 0.17 -0.05
C 0.31 0.93 -0.34 -0.46
C -0.21 -0.43 -0.84 -0.47
H -1.01 0.32 2.80 0.03
H -0.39 -1.60 -2.44 0.12
H -1.32 -0.36 -0.76 0.14
H -0.24 0.05 -2.82 0.09
H 1.12 -2.05 -0.21 0.09
H -1.35 -0.61 3.85 0.03
H -0.49 -2.30 0.05 0.07
H 0.30 -1.14 1.19 0.07
H 2.05 1.98 -0.63 0.13
H 1.87 0.22 -1.33 0.09
```

=====

No. 2
This record from OMol25 describes a 4-piece molecular cluster, C14H32BrFO10S overall in a non-equilibrium geometry. The level of theory is the ωB97M-V functional and the def2-TZVPD basis.

F_max = 0.18797 hartree/bohr
molecular weight = 491.37 u
Kohn-Sham gap = 8.662 eV
LUMO level = -0.5 eV

Geometry as XYZ:
```
59
Properties=species:S:1:pos:R:3:lowdin_charge:R:1
Br 0.13 0.11 -5.31 0.70
S -3.33 -0.75 -3.06 1.08
F -4.69 1.13 -2.46 -0.10
O 5.57 -1.61 -3.66 -0.19
O 3.50 -0.64 5.03 -0.20
O -4.88 -0.19 -2.52 -0.25
O 0.25 1.59 -2.73 -0.08
O 3.07 -1.13 2.14 -0.21
O -7.65 2.75 1.31 -0.20
O -4.90 1.90 2.01 -0.19
O -3.17 -0.21 -4.51 -0.44
O -2.22 0.03 -1.98 -0.37
O 2.85 -0.75 -2.86 -0.22
C 3.27 0.38 4.06 -0.19
C -0.15 0.44 -3.34 -0.55
C 3.41 -0.19 -1.68 -0.10
C 2.39 -0.14 2.91 -0.19
C 5.39 -2.79 -2.87 -0.11
C -0.92 -0.64 -2.32 -0.19
C -6.98 3.06 2.54 -0.20
C 4.48 -1.40 -4.56 -0.19
C 3.53 -0.32 -4.05 -0.21
C 4.79 -1.24 4.91 -0.11
C -5.47 3.17 2.34 -0.19
C -4.62 1.77 0.62 -0.12
C -8.02 1.37 1.24 -0.11
C 2.63 -2.45 2.46 -0.11
H -5.22 3.92 1.58 0.13
H -8.31 1.16 0.21 0.09
H 5.55 -0.54 5.28 0.09
H 4.06 0.62 -3.87 0.13
H -8.87 1.19 1.90 0.09
H 3.33 -3.16 2.01 0.09
H 3.94 -2.34 -4.76 0.13
H -0.25 -0.77 -1.34 0.17
H 4.91 -1.06 -5.51 0.12
H -4.41 0.72 0.41 0.08
H -1.13 -1.68 -2.82 0.11
H 6.13 -2.77 -2.07 0.09
H 2.18 0.70 2.24 0.12
H -5.47 2.09 0.01 0.08
H 1.64 -2.62 2.05 0.09
H 5.01 -1.51 3.87 0.08
H 1.43 -0.51 3.29 0.13
H 4.39 -2.83 -2.43 0.08
H -7.23 2.33 3.32 0.12
H 3.12 0.86 -1.60 0.09
H 5.56 -3.67 -3.49 0.09
H -5.01 3.48 3.29 0.12
H 4.50 -0.28 -1.67 0.09
H 3.00 -0.73 -0.82 0.08
H 2.76 -0.14 -4.80 0.04
H 2.75 1.19 4.57 0.12
H 4.22 0.77 3.68 0.13
H 4.81 -2.14 5.51 0.09
H -7.36 4.03 2.87 0.12
H -7.19 0.71 1.51 0.08
H 2.61 -2.62 3.54 0.08
H -3.74 2.37 0.37 0.09
```

=====

No. 3
This record from OMol25 describes C2H4N4O2 as an isolated structure in a non-equilibrium geometry. The level of theory is the ωB97M-V functional and the def2-TZVPD basis.

F_max = 0.12343 hartree/bohr
molecular weight = 116.08 u
Kohn-Sham gap = 8.923 eV
LUMO level = -0.4 eV

Geometry as XYZ:
```
12
Properties=species:S:1:pos:R:3:lowdin_charge:R:1
O -1.54 1.77 -0.11 0.03
O 2.80 0.14 0.15 0.00
N 0.76 1.21 -0.18 0.17
N -1.76 -1.04 0.30 0.01
N -0.78 -0.40 -0.44 -0.20
N 0.55 -0.91 -0.33 0.09
C -0.61 0.95 -0.15 -0.50
C 1.48 0.20 -0.31 -0.38
H 0.79 -1.88 -0.81 0.19
H -1.96 -0.65 1.28 0.10
H -2.73 -0.35 -0.32 0.24
H 3.00 0.97 0.91 0.25
```

=====

No. 4
This record from OMol25 describes a 6-piece molecular cluster, C5H23N2O5 overall in a non-equilibrium geometry. The level of theory is the ωB97M-V functional and the def2-TZVPD basis.

F_max = 0.08751 hartree/bohr
molecular weight = 191.25 u
total charge = +1
Kohn-Sham gap = 8.189 eV
LUMO level = -2.6 eV

Geometry as XYZ:
```
35
Properties=species:S:1:pos:R:3:lowdin_charge:R:1
O 0.01 -2.66 1.62 -0.03
O 2.12 -2.52 -1.62 -0.02
O -2.11 1.76 -0.55 -0.04
O -2.57 -1.72 -0.54 -0.12
O 0.64 -0.05 -3.59 -0.01
N -1.29 -0.28 1.05 0.12
N 0.82 2.09 -2.14 0.06
C 0.98 1.81 -0.80 -0.23
C 1.04 0.40 1.13 -0.20
C -0.38 0.87 1.66 -0.31
C 1.33 0.65 -0.28 -0.13
C -0.33 0.87 3.16 -0.08
H 1.22 2.96 -2.40 0.08
H 0.75 -3.18 1.39 0.04
H -1.53 2.11 -1.28 0.07
H -2.00 -0.23 1.81 0.16
H -0.64 -1.19 0.89 0.15
H -2.85 2.33 -0.55 0.04
H 2.99 -2.11 -1.44 0.07
H 1.86 0.93 1.70 0.13
H 1.70 -0.15 -0.90 0.07
H 2.37 -3.25 -2.07 -0.02
H -0.59 -3.25 2.13 0.11
H 0.92 2.74 -0.22 0.14
H 0.59 -0.66 -2.84 0.05
H -1.72 -0.08 0.12 0.08
H 1.48 -0.08 -3.93 0.02
H -2.23 -2.52 -1.08 0.12
H -3.38 -1.22 -0.90 0.10
H -0.16 -0.11 3.57 0.07
H 0.59 1.57 3.50 0.14
H 0.99 1.39 -2.87 0.03
H -1.19 1.52 3.65 0.12
H 1.38 -0.51 1.50 0.07
H -0.81 1.78 1.13 0.13
```

=====

No. 5
This record from OMol25 describes an isolated ion of composition C4H7BrNS and charge +1 in a non-equilibrium geometry. The level of theory is the ωB97M-V functional and the def2-TZVPD basis.

F_max = 0.07475 hartree/bohr
molecular weight = 181.08 u
total charge = +1
Kohn-Sham gap = 8.068 eV
LUMO level = -4.7 eV

Geometry as XYZ:
```
14
Properties=species:S:1:pos:R:3:lowdin_charge:R:1
Br -2.27 -1.13 -0.02 0.56
S 1.81 -1.54 -0.59 0.99
N -0.91 1.41 -0.12 0.16
C -0.36 0.01 -0.07 -0.67
C 0.29 -0.33 1.15 -0.28
C 0.54 -0.49 -1.27 -0.44
C 1.36 -1.06 1.02 -0.38
H -0.22 2.13 0.05 0.17
H 1.14 0.44 -1.71 0.14
H -1.79 1.41 0.51 0.16
H 0.07 -1.20 -2.05 0.11
H -1.43 1.62 -1.05 0.21
H -0.09 -0.04 2.17 0.16
H 1.86 -1.23 1.98 0.12
```

=====

No. 6
This record from OMol25 describes C32H36GeN2O5Pd as an isolated structure. The level of theory is the ωB97M-V functional and the def2-TZVPD basis.

F_max = 0.01125 hartree/bohr
molecular weight = 707.68 u
total charge = -2
Kohn-Sham gap = 5.073 eV
LUMO level = 4.7 eV

Geometry as XYZ:
```
77
Properties=species:S:1:pos:R:3:lowdin_charge:R:1
Pd 0.35 -0.45 1.45 0.46
Ge 2.53 -2.70 2.86 0.98
O 0.98 1.16 3.03 -0.08
O -1.03 -6.26 -1.67 -0.11
O 1.50 -0.90 3.87 -0.18
O -2.24 -0.67 1.21 0.02
O 0.33 -1.97 -0.18 -0.15
N 1.14 0.84 -1.79 -0.01
N -0.79 2.06 -0.02 -0.01
C 0.66 -4.93 2.48 -0.11
C -2.98 -3.33 -0.85 -0.08
C -1.66 -3.55 3.06 -0.09
C 3.60 -4.20 1.91 -0.25
C 3.77 -4.15 0.52 -0.11
C -2.66 -4.62 -1.26 -0.06
C 4.51 -5.11 -0.17 -0.11
C 3.03 -3.39 7.02 -0.11
C 3.34 -1.24 1.81 -0.27
C 4.68 -2.80 4.88 -0.12
C -0.64 -2.74 -0.47 -0.38
C 1.71 0.12 3.09 -0.78
C 4.40 -3.25 7.23 -0.13
C 5.11 -6.16 0.52 -0.14
C -1.74 -4.89 2.70 -0.11
C 5.23 -2.95 6.16 -0.12
C 3.31 -2.93 4.66 -0.25
C 3.12 0.09 2.51 -0.21
C 0.36 2.81 -0.53 -0.31
C -0.57 -5.58 2.43 -0.11
C 0.76 -3.58 2.83 -0.23
C -2.04 -2.40 -0.42 -0.11
C 2.50 -3.22 5.75 -0.09
C 0.31 -6.68 -1.54 -0.11
C -0.43 -2.91 3.14 -0.11
C -3.44 -0.27 -0.78 -0.03
C -0.33 -4.06 -0.94 0.03
C 4.21 -5.27 2.57 -0.12
C 4.95 -6.23 1.90 -0.12
C 1.51 1.87 -0.81 -0.32
C -2.54 -1.10 0.11 -0.42
C -1.31 -4.96 -1.29 -0.30
H 1.43 -3.31 5.61 0.10
H 0.09 3.31 -1.47 0.09
H 0.69 -6.52 -0.52 0.08
H 5.34 -2.58 4.05 0.10
H 4.09 -5.35 3.65 0.09
H -4.02 -0.88 -1.47 0.06
H 0.71 3.57 0.17 0.10
H -2.77 0.38 -1.36 0.08
H -1.30 2.61 0.67 0.06
H 2.83 -1.24 0.84 0.04
H -4.08 0.37 -0.18 0.07
H 3.28 0.95 1.85 0.09
H -2.70 -5.38 2.61 0.09
H 0.97 -6.16 -2.24 0.09
H 0.72 -4.31 -0.94 0.10
H 6.30 -2.84 6.31 0.08
H 4.39 -1.50 1.65 0.06
H 1.83 1.43 0.15 0.07
H 2.35 2.45 -1.21 0.10
H 3.80 0.17 3.36 0.10
H -2.56 -2.98 3.25 0.10
H 4.61 -5.05 -1.25 0.09
H 4.82 -3.38 8.22 0.08
H -3.42 -5.34 -1.54 0.09
H 5.41 -7.05 2.46 0.08
H -0.61 -6.63 2.14 0.09
H 5.69 -6.90 0.00 0.08
H 0.32 -7.75 -1.77 0.08
H -0.44 1.26 0.52 0.00
H 1.92 0.20 -1.90 0.05
H 0.41 0.26 -1.38 0.03
H -0.39 -1.86 3.42 0.08
H 3.29 -3.36 -0.05 0.09
H 2.38 -3.62 7.86 0.09
H 1.55 -5.49 2.22 0.08
H -4.03 -3.05 -0.81 0.10
```